Formula: C4H9N3O
Source: the Open Molecules 2025 dataset
Level of theory: ωB97M-V/def2-TZVPD

Its HOMO energy is -0.3293 Ha. The value obtained for the frontier orbital gap is 9.76 eV. As for the structure (SMILES): C=C(NCN)C(N)=O. The electronic energy is -397.255489 hartree. The energy above the lowest of the compared OMol25 structures with the same formula, charge and spin is 249.8 kJ/mol. The total charge is 0. For the lowest unoccupied orbital energy, the calculation gives 0.8 eV.

Structure (XYZ):
```
17
Properties=species:S:1:pos:R:3:lowdin_charge:R:1
C -0.77240 1.98728 1.12585 0.095
C -0.38002 0.98826 0.33907 -0.257
N 0.71868 0.14883 0.69189 -0.050
C 0.56107 -1.35250 0.65316 -0.279
N 1.42409 -1.55577 -0.49595 -0.098
C -1.15809 0.71611 -0.93312 -0.517
N -0.58377 -0.12319 -1.81829 0.172
O -2.27975 1.17765 -1.07507 0.037
H -1.60576 2.60092 0.82515 0.071
H -0.31630 2.18530 2.08542 0.065
H 1.16304 0.47782 1.54213 0.127
H -0.48871 -1.61978 0.47905 0.115
H 0.94405 -1.76010 1.59994 0.112
H 1.84437 -2.47688 -0.51200 0.053
H 1.79424 -0.37940 -0.25044 0.192
H -1.11120 -0.31433 -2.65535 0.113
H 0.24645 -0.70021 -1.60144 0.049
```